1.
DFT (ωB97M-V with the def2-TZVPD basis set) results for C46H35F2N4P2ReS2 as an isolated structure.

Structure (XYZ):
```
92
Properties=species:S:1:pos:R:3:forces:R:3
Re 0.433775 -0.276438 0.368782 -0.130 0.048 0.066
S 2.752478 0.486906 0.338637 0.063 0.014 -0.028
P 1.792655 2.284477 0.391983 -0.026 -0.130 -0.032
C 0.152159 1.650512 0.221233 0.045 -0.035 -0.026
P -1.315480 2.494040 -0.410532 -0.011 -0.073 -0.016
S -1.936178 1.690593 -2.094873 -0.001 -0.020 0.046
C -1.019136 4.275978 -0.640517 -0.023 0.035 -0.025
C -1.340177 5.221902 0.331571 0.006 -0.014 0.020
C -1.095572 6.569303 0.106520 0.000 0.004 -0.001
C -0.541659 6.983325 -1.095203 0.003 0.020 0.009
C -0.256792 6.051019 -2.083212 0.004 -0.010 -0.025
C -0.506438 4.706824 -1.863017 0.001 0.014 0.017
C -2.555011 2.438505 0.912683 0.043 0.018 0.044
C -2.174520 2.591932 2.244829 0.019 -0.076 -0.004
C -3.130686 2.622077 3.247888 -0.021 0.011 -0.013
C -4.476549 2.508013 2.919588 0.012 -0.006 0.006
C -4.858990 2.356452 1.594101 -0.012 -0.012 0.000
C -3.901127 2.319046 0.589994 -0.003 0.023 -0.021
C 2.358317 3.390615 -0.911340 0.004 0.040 -0.001
C 2.935366 4.625558 -0.635530 0.002 -0.009 -0.004
C 3.361897 5.434506 -1.680408 0.005 0.004 0.004
C 3.219243 5.009760 -2.991620 0.004 0.010 -0.012
C 2.642844 3.775304 -3.270020 -0.007 0.006 0.006
C 2.210633 2.969473 -2.233248 -0.008 -0.002 0.007
C 2.114603 3.124736 1.956685 0.042 -0.060 0.014
C 1.303316 4.178102 2.370318 -0.007 0.063 0.009
C 1.520600 4.783672 3.598176 -0.001 -0.019 -0.017
C 2.554667 4.342908 4.413099 0.006 -0.005 0.003
C 3.375026 3.304289 3.996551 -0.007 0.010 0.021
C 3.155599 2.690286 2.772678 -0.003 -0.016 0.025
H -1.800831 4.917736 1.262811 0.010 0.003 0.002
H -1.354353 7.295985 0.865617 -0.001 -0.001 0.001
H -0.355349 8.034704 -1.271937 0.001 0.000 0.003
H 0.146446 6.373063 -3.034434 0.001 -0.004 -0.002
H -0.330179 3.983663 -2.647038 0.009 -0.003 -0.008
H -1.124785 2.675163 2.501384 0.021 0.022 -0.005
H -2.826657 2.738744 4.280346 -0.003 0.000 0.003
H -5.227569 2.540678 3.698495 0.003 -0.003 0.003
H -5.907711 2.270932 1.339954 0.001 -0.001 0.000
H -4.187904 2.195618 -0.447472 0.000 0.002 0.001
H 3.053930 4.958716 0.387166 0.006 0.003 -0.009
H 3.809340 6.395928 -1.466591 0.000 0.002 0.002
H 3.557574 5.641366 -3.802790 0.001 0.000 0.001
H 2.524454 3.449575 -4.295237 0.000 -0.004 -0.001
H 1.732497 2.020860 -2.447627 -0.008 0.021 -0.003
H 0.512351 4.538153 1.727513 -0.044 0.009 -0.026
H 0.885051 5.599430 3.916885 -0.004 0.002 -0.003
H 2.721473 4.810657 5.374264 0.003 0.002 0.003
H 4.181860 2.962717 4.630961 0.002 -0.003 -0.001
H 3.775667 1.858982 2.463247 -0.005 0.008 -0.008
N -1.851882 -1.734636 -1.625114 -0.098 -0.029 0.015
C -0.729187 -1.371291 -2.326745 0.073 0.032 -0.052
C -0.739599 -1.682883 -3.698289 -0.023 0.008 0.025
C 0.357105 -1.411039 -4.466810 0.026 0.013 -0.011
C 1.476115 -0.831060 -3.864728 -0.015 -0.003 0.000
C 1.421236 -0.561400 -2.526801 -0.052 -0.011 0.001
N 0.340501 -0.824129 -1.744524 0.096 0.003 -0.047
C -2.399796 -1.380141 -0.402381 0.034 0.000 -0.021
C -3.750493 -1.703882 -0.225281 -0.007 -0.009 0.019
C -4.348427 -1.471830 0.985640 -0.018 0.003 0.014
C -3.592949 -0.900817 2.006109 0.015 0.018 -0.038
C -2.290147 -0.574102 1.743057 -0.018 -0.043 -0.023
N -1.673120 -0.810381 0.556959 0.047 -0.009 0.052
H -2.541918 -2.156337 -2.225141 0.005 -0.008 -0.001
H -1.626387 -2.124802 -4.132524 -0.005 0.004 0.004
H 0.351340 -1.643992 -5.523067 0.002 0.003 -0.003
H 2.372046 -0.602194 -4.422172 0.001 -0.001 -0.003
H 2.263431 -0.128395 -2.008215 0.005 -0.013 0.011
H -4.303553 -2.143035 -1.044725 -0.002 0.005 -0.008
H -5.388584 -1.727213 1.136902 0.000 0.001 0.002
H -4.009487 -0.690562 2.979147 -0.004 0.003 0.012
H -1.675411 -0.115364 2.498396 -0.014 0.035 0.002
F 0.689966 1.084286 5.627887 0.002 0.001 -0.003
C 0.702658 0.081632 4.735813 -0.004 -0.011 0.008
C 0.628611 0.384333 3.392275 -0.019 0.008 0.020
C 0.637452 -0.635551 2.440283 0.034 0.007 -0.030
C 0.749138 -1.972785 2.875442 -0.003 -0.016 -0.011
C 0.808983 -2.211398 4.248908 0.011 -0.002 0.029
F 0.905873 -3.467999 4.724402 -0.004 -0.002 -0.006
C 0.783024 -1.213931 5.199755 0.006 -0.009 -0.021
C 0.865222 -3.020711 1.842012 0.004 0.006 -0.002
C 0.995134 -4.387168 2.092165 -0.004 0.011 0.025
C 1.173215 -5.267283 1.043526 0.004 -0.006 -0.023
C 1.232101 -4.774012 -0.248214 -0.001 0.014 0.004
C 1.078761 -3.415622 -0.429268 0.005 -0.023 0.012
N 0.882623 -2.553041 0.573164 -0.034 0.115 0.025
H 0.574621 1.424975 3.110749 -0.038 -0.005 -0.002
H 0.838317 -1.449182 6.252273 0.000 0.007 0.005
H 0.965326 -4.757316 3.100977 -0.003 0.007 0.003
H 1.277340 -6.326049 1.239503 0.000 -0.001 -0.005
H 1.394218 -5.415743 -1.101959 0.001 -0.007 0.003
H 1.126896 -3.000310 -1.424489 0.001 0.014 0.000
```
Positions in Å, forces in eV/Å.

As for the LUMO energy (alpha / beta): -2.907 / -3.198 eV. The calculated total energy comes out at -102042.322 eV. As for the charge: +1. The calculation puts the HOMO energy (alpha / beta) at -10.1 / -9.8 eV. For the strongest force on any atom, the calculation gives 0.15 eV/A. Its expectation value of S² is 0.774. As for the multiplicity: 2. The value obtained for the energy above the lowest of the compared OMol25 structures with the same formula, charge and spin is 0.00 kcal/mol.

Charges per atom according to Löwdin partitioning, unit e: atom 1 (Re): 1.178, atom 2 (S): 0.425, atom 3 (P): 0.578, atom 4 (C): -0.661, atom 5 (P): 0.450, atom 6 (S): 0.321, atom 7 (C): -0.334, atom 8 (C): -0.099, atom 9 (C): -0.069, atom 10 (C): -0.066, atom 11 (C): -0.067, atom 12 (C): -0.115, atom 13 (C): -0.367, atom 14 (C): -0.117, atom 15 (C): -0.065, atom 16 (C): -0.074, atom 17 (C): -0.070, atom 18 (C): -0.091, atom 19 (C): -0.333, atom 20 (C): -0.059, atom 21 (C): -0.062, atom 22 (C): -0.067, atom 23 (C): -0.066, atom 24 (C): -0.102, atom 25 (C): -0.373, atom 26 (C): -0.094, atom 27 (C): -0.056, atom 28 (C): -0.060, atom 29 (C): -0.058, atom 30 (C): -0.096, atom 31 (H): 0.098, atom 32 (H): 0.109, atom 33 (H): 0.109, atom 34 (H): 0.110, atom 35 (H): 0.072, atom 36 (H): 0.085, atom 37 (H): 0.112, atom 38 (H): 0.109, atom 39 (H): 0.110, atom 40 (H): 0.080, atom 41 (H): 0.106, atom 42 (H): 0.112, atom 43 (H): 0.111, atom 44 (H): 0.112, atom 45 (H): 0.085, atom 46 (H): 0.081, atom 47 (H): 0.111, atom 48 (H): 0.111, atom 49 (H): 0.113, atom 50 (H): 0.076, atom 51 (N): 0.139, atom 52 (C): -0.354, atom 53 (C): 0.003, atom 54 (C): -0.028, atom 55 (C): -0.038, atom 56 (C): -0.161, atom 57 (N): -0.056, atom 58 (C): -0.293, atom 59 (C): 0.008, atom 60 (C): -0.032, atom 61 (C): -0.040, atom 62 (C): -0.107, atom 63 (N): 0.003, atom 64 (H): 0.137, atom 65 (H): 0.124, atom 66 (H): 0.123, atom 67 (H): 0.117, atom 68 (H): 0.030, atom 69 (H): 0.122, atom 70 (H): 0.122, atom 71 (H): 0.118, atom 72 (H): 0.093, atom 73 (F): 0.080, atom 74 (C): -0.260, atom 75 (C): -0.059, atom 76 (C): -0.262, atom 77 (C): -0.117, atom 78 (C): -0.203, atom 79 (F): 0.071, atom 80 (C): 0.081, atom 81 (C): -0.185, atom 82 (C): 0.016, atom 83 (C): -0.036, atom 84 (C): -0.042, atom 85 (C): -0.111, atom 86 (N): -0.001, atom 87 (H): 0.077, atom 88 (H): 0.139, atom 89 (H): 0.110, atom 90 (H): 0.118, atom 91 (H): 0.112, atom 92 (H): 0.098

***

2.
DFT (ωB97M-V with the def2-TZVPD basis set) results for C46H36Cl2N10O5S2Sr as an isolated structure.

Structure (XYZ):
```
102
Properties=species:S:1:pos:R:3:forces:R:3
Sr -0.156287 0.003153 0.533539 -0.180 0.076 0.212
Cl -6.576091 3.595666 1.483726 -0.273 -0.205 -0.199
C -5.432400 2.292111 1.669953 0.666 -0.676 0.410
C -4.543538 2.015360 0.640738 -0.203 -0.684 0.653
C -3.419041 1.123736 0.806844 -1.598 1.854 0.828
N -2.512094 0.876957 -0.157493 0.970 -0.917 -2.038
C -2.871424 0.884762 -1.459356 -0.500 0.073 -0.374
O -3.989370 1.123517 -1.970753 -0.045 0.043 1.028
C -1.836952 0.509449 -2.500221 0.112 0.760 1.441
C -2.236134 0.441458 -3.768117 1.772 -1.691 0.240
C -1.285071 0.031566 -4.790184 1.152 1.250 -0.569
C 0.044699 -0.067326 -4.542996 -1.320 -0.125 -1.373
C 0.541375 0.147922 -3.178962 0.492 -0.433 1.737
N -0.477259 0.328560 -2.034269 -0.835 -0.033 -1.537
C -3.130965 0.731551 2.130052 -1.335 0.654 0.937
C -4.042099 1.087107 3.181618 0.789 -1.915 -0.481
C -5.258517 1.673815 2.927629 0.935 1.318 -0.782
Cl -6.336183 2.007328 4.216591 -0.561 0.035 0.684
N -1.927011 0.113589 2.419099 0.759 -0.252 0.526
C -1.863166 -0.684049 3.483497 0.505 -0.794 -0.462
O -2.781545 -1.180421 4.149405 -0.435 -0.074 0.504
C -0.469645 -1.194533 3.900951 -0.255 0.993 0.366
C -0.297161 -1.631030 5.225764 -0.146 0.330 1.352
C 0.951389 -2.026668 5.662933 0.015 0.727 -0.655
C 2.005203 -1.908849 4.753096 -0.090 -1.133 1.363
C 1.773181 -1.452014 3.491941 -1.920 -0.054 0.747
N 0.552185 -1.073934 3.072555 0.235 -0.295 -0.302
H -4.766585 2.509481 -0.282030 0.405 0.005 -0.480
H -3.249040 0.380221 -4.035446 -1.239 0.556 0.045
H -1.693547 0.164470 -5.796448 0.490 -0.707 -0.005
H 0.771819 -0.169408 -5.375622 -0.487 0.005 0.809
H 1.316231 -0.578245 -2.827790 -0.439 0.455 -0.433
H -3.764811 0.638856 4.152720 -0.652 0.673 -0.557
H -1.049349 -1.479014 6.017252 -0.134 -0.457 -1.040
H 1.153567 -2.305980 6.697815 -0.211 -0.030 -0.275
H 2.947039 -2.292080 5.108300 0.551 0.248 -0.408
H 2.539808 -1.415327 2.808813 1.606 0.242 -1.684
N 1.417315 -4.188598 0.911802 0.255 -0.512 -1.331
N 2.460594 -3.699864 0.081618 0.077 1.225 -0.860
C 2.356258 -2.366627 -0.560139 0.319 -0.632 0.591
O 3.102281 -2.097183 -1.520849 -0.473 -0.767 0.768
O 1.531456 -1.582049 0.000417 0.231 -0.206 -0.119
H 0.501677 -3.775982 0.712629 0.525 0.089 0.491
H 1.710019 -4.258624 1.869427 -0.268 0.610 0.140
H 2.830785 -4.382794 -0.582368 -0.455 0.284 0.329
S 2.094472 2.542276 -3.508698 0.184 0.341 0.126
C 0.918379 1.564021 -2.809346 1.156 -0.031 -0.962
N 0.095383 1.700007 -1.817715 -0.411 -0.239 0.779
N -6.092157 -0.714205 -1.271085 0.443 0.393 -0.616
C -6.797259 -0.282661 -2.386456 -0.852 1.092 1.576
C -7.806038 0.672864 -2.446826 0.294 -0.863 -0.690
C -8.358477 0.888992 -3.694957 -0.358 0.945 1.676
C -7.932045 0.171189 -4.775649 -1.077 0.176 -1.748
C -6.982089 -0.795302 -4.682809 0.926 -0.245 0.632
C -6.328437 -0.995107 -3.459196 -2.235 0.950 -1.443
N -5.345785 -1.808018 -3.087653 1.942 -1.259 0.208
C -5.142295 -1.548902 -1.826560 -0.307 -0.289 0.219
C -4.019153 -2.095696 -1.099554 0.443 -0.197 3.060
C -3.974759 -2.249746 0.329086 -0.528 0.148 -1.058
C -2.796603 -2.660358 0.927241 -0.463 0.997 0.544
N -1.661539 -2.884126 0.272727 0.845 0.044 -0.721
C -1.666794 -2.720823 -1.066531 -2.716 0.688 1.754
C -2.824540 -2.321192 -1.735768 0.506 -0.502 -1.201
H -5.855207 0.000667 -0.582728 0.260 -0.431 0.084
H -8.158783 1.106622 -1.548482 -0.292 0.695 0.633
H -9.143741 1.621700 -3.813218 -0.071 0.073 -0.001
H -8.477444 0.400797 -5.705304 0.604 -0.441 0.186
H -6.685628 -1.368252 -5.507596 0.342 -0.703 -1.208
H -4.789250 -2.011887 1.027717 0.119 -0.032 -0.707
H -2.789393 -2.550419 2.026526 0.318 -0.733 -0.554
H -0.773863 -2.698684 -1.592349 1.811 -0.491 -0.713
H -2.795405 -2.150269 -2.807322 0.140 -0.016 0.121
O 1.714971 1.347933 1.518396 -1.609 0.373 0.516
S 3.145140 1.044593 1.385345 1.528 -0.104 -1.625
C 3.934793 2.433039 2.235624 0.475 1.102 -1.961
C 5.378350 2.275599 2.438301 1.996 -1.900 1.757
C 5.836838 1.512330 3.550662 -0.473 0.562 -1.063
C 7.132490 1.091945 3.729928 -1.700 -0.104 0.899
C 8.050304 1.533142 2.831153 2.043 -0.021 0.193
C 7.723720 2.266218 1.725302 -1.145 0.789 -0.262
C 6.363384 2.612640 1.540296 -0.155 0.654 -1.757
C 3.448355 1.456872 -0.382301 0.145 1.603 1.705
C 4.790156 1.175077 -0.869768 1.021 0.599 -2.010
C 5.369469 2.079158 -1.807531 -0.332 -0.807 1.417
C 6.583266 1.762321 -2.364644 0.502 0.004 -0.149
C 7.197842 0.536736 -2.116324 0.357 -0.071 0.862
C 6.627069 -0.338187 -1.175417 0.429 0.255 -1.657
C 5.408578 -0.043223 -0.632697 -1.698 -0.513 0.916
H 3.372974 2.306723 3.093033 -0.875 0.262 2.322
H 3.702033 3.415283 1.790328 -0.278 -0.547 -0.155
H 5.131176 1.253086 4.277120 -1.154 -0.545 1.005
H 7.311732 0.444044 4.595154 0.445 0.409 -0.395
H 9.085674 1.385626 3.093891 0.378 -0.319 -0.402
H 8.526054 2.595785 1.067486 -0.454 -0.015 -0.088
H 5.957535 3.096490 0.623550 1.003 -0.152 0.564
H 3.154306 2.507287 -0.535851 0.042 -0.264 0.218
H 2.718295 0.896968 -0.865401 -1.335 -1.353 -0.967
H 4.881120 3.002463 -2.095823 -0.182 -0.073 0.227
H 7.056645 2.532731 -2.957987 0.118 -0.252 -0.442
H 8.142937 0.279461 -2.605445 -0.321 0.111 0.199
H 7.022534 -1.322104 -1.044037 0.380 -0.407 0.155
H 4.779115 -0.823558 -0.127519 1.019 0.748 -0.235
```
Positions in Å, forces in eV/Å.

As for the LUMO energy: 3.642 eV. The calculated total energy comes out at -120979.805 eV. As for the charge: -2. The calculation puts the HOMO energy at -2.3 eV. For the strongest force on any atom, the calculation gives 3.31 eV/A. The value obtained for the energy above the lowest of the compared OMol25 structures with the same formula, charge and spin is 86.77 kcal/mol.

Here are the Löwdin charges for atoms 1 to 99, given in e: atom 1 (Sr): 1.433, atom 2 (Cl): 0.597, atom 3 (C): -0.702, atom 4 (C): -0.053, atom 5 (C): -0.253, atom 6 (N): 0.021, atom 7 (C): -0.456, atom 8 (O): -0.024, atom 9 (C): -0.183, atom 10 (C): -0.033, atom 11 (C): -0.081, atom 12 (C): -0.053, atom 13 (C): -0.263, atom 14 (N): -0.134, atom 15 (C): -0.233, atom 16 (C): -0.044, atom 17 (C): -0.734, atom 18 (Cl): 0.618, atom 19 (N): 0.001, atom 20 (C): -0.526, atom 21 (O): -0.035, atom 22 (C): -0.174, atom 23 (C): -0.015, atom 24 (C): -0.078, atom 25 (C): -0.082, atom 26 (C): -0.141, atom 27 (N): 0.093, atom 28 (H): 0.090, atom 29 (H): 0.092, atom 30 (H): 0.094, atom 31 (H): 0.113, atom 32 (H): 0.140, atom 33 (H): 0.107, atom 34 (H): 0.119, atom 35 (H): 0.100, atom 36 (H): 0.093, atom 37 (H): 0.064, atom 38 (N): -0.012, atom 39 (N): -0.055, atom 40 (C): -0.712, atom 41 (O): -0.034, atom 42 (O): -0.257, atom 43 (H): 0.038, atom 44 (H): 0.045, atom 45 (H): 0.096, atom 46 (S): 0.449, atom 47 (C): -0.925, atom 48 (N): 0.064, atom 49 (N): 0.195, atom 50 (C): -0.207, atom 51 (C): 0.000, atom 52 (C): -0.123, atom 53 (C): -0.138, atom 54 (C): -0.017, atom 55 (C): -0.265, atom 56 (N): 0.196, atom 57 (C): -0.283, atom 58 (C): -0.126, atom 59 (C): 0.017, atom 60 (C): -0.150, atom 61 (N): 0.061, atom 62 (C): -0.107, atom 63 (C): -0.017, atom 64 (H): 0.145, atom 65 (H): 0.100, atom 66 (H): 0.093, atom 67 (H): 0.102, atom 68 (H): 0.088, atom 69 (H): 0.123, atom 70 (H): 0.105, atom 71 (H): 0.088, atom 72 (H): 0.113, atom 73 (O): -0.626, atom 74 (S): 0.963, atom 75 (C): -0.274, atom 76 (C): -0.272, atom 77 (C): -0.038, atom 78 (C): -0.097, atom 79 (C): -0.134, atom 80 (C): -0.062, atom 81 (C): -0.035, atom 82 (C): -0.271, atom 83 (C): -0.280, atom 84 (C): -0.060, atom 85 (C): -0.106, atom 86 (C): -0.090, atom 87 (C): -0.082, atom 88 (C): -0.056, atom 89 (H): 0.058, atom 90 (H): 0.126, atom 91 (H): 0.091, atom 92 (H): 0.110, atom 93 (H): 0.096, atom 94 (H): 0.105, atom 95 (H): 0.120, atom 96 (H): 0.106, atom 97 (H): 0.047, atom 98 (H): 0.094, atom 99 (H): 0.094